The following is a quantum chemistry calculation of a structure of composition C4H5O3Sr, from OMol25.

ΔE to the lowest compared entry with this formula, charge and spin   4.290 eV
Multiplicity   2
Calculated total energy   -11202.7758 eV
HOMO-LUMO gap (alpha / beta)   5.22 / 6.50 eV
HOMO energy (alpha / beta)   -0.2327 / -0.2770 Ha

CARTESIAN COORDINATES (ANGSTROEM)
1 O 0.53448 -1.40848 -0.05709
2 C -0.53166 -0.57965 -0.01180
3 O -1.62985 -1.16137 -0.36551
4 Sr -3.37740 0.42413 -0.22480
5 O -0.92495 0.49486 1.23853
6 C -0.42407 0.92752 -0.05723
7 H 0.58143 1.36173 0.01710
8 C 1.78665 -0.99782 0.46556
9 H 2.34360 -0.39961 -0.26977
10 H 1.66322 -0.42331 1.39378
11 H 2.34060 -1.91631 0.68394
12 C -1.40153 1.54663 -0.99740
13 H -0.96050 2.13167 -1.81531

Cartesian forces (eV/Å) of the 3 atoms listed first:
0.02 -0.28 1.04
-1.05 1.17 -1.07
-0.12 0.03 -0.04